The following is a DFT calculation (ωB97M-V/def2-TZVPD) of a structure of composition C39H57IrN7O2.

Output
energy relative to the best compared isomer or geometry (same formula, charge and spin)	6.23	kcal per mole
HOMO (alpha / beta)	-12.671 / -14.105	eV
orbital gap (alpha / beta)	6.184 / 7.607	eV

The geometry in ORCA input format:
```
! RIJCOSX wB97M-V def2-TZVPD def2/J DEFGRID3
* xyz 2 2
Ir -0.55 -0.85 0.23
C -2.61 -0.23 0.56
C -1.87 0.21 1.70
C -1.28 -1.00 2.30
C -1.76 -2.09 1.51
C -2.59 -1.66 0.44
C -3.60 -2.51 -0.32
C -4.64 -2.93 0.74
C -4.32 -1.70 -1.40
C -2.98 -3.77 -0.91
C -0.52 -1.26 3.61
C -1.50 -0.99 4.77
C -0.12 -2.74 3.69
C 0.77 -0.46 3.77
C -2.10 1.65 2.17
C -2.20 2.62 0.98
C -3.48 1.60 2.87
C -1.10 2.25 3.17
H -3.17 0.42 -0.09
H -1.50 -3.12 1.70
H -5.08 -2.06 1.23
H -4.19 -3.56 1.51
H -5.44 -3.49 0.26
H -4.89 -0.88 -0.96
H -5.02 -2.34 -1.92
H -3.64 -1.28 -2.14
H -2.47 -4.36 -0.15
H -2.28 -3.55 -1.72
H -3.76 -4.40 -1.32
H -2.41 -1.59 4.65
H -1.78 0.05 4.85
H -1.03 -1.28 5.71
H -0.98 -3.41 3.77
H 0.48 -2.89 4.59
H 0.50 -3.05 2.84
H 0.66 0.60 3.56
H 1.55 -0.86 3.12
H 1.12 -0.56 4.79
H -3.03 2.39 0.31
H -1.29 2.65 0.39
H -2.38 3.63 1.36
H -4.26 1.29 2.17
H -3.73 2.59 3.25
H -3.48 0.90 3.71
H -0.10 2.37 2.75
H -1.03 1.69 4.09
H -1.45 3.25 3.43
O 6.21 -0.04 2.24
N 6.10 -0.90 1.40
O 7.00 -1.52 0.88
C 4.73 -1.26 0.98
C 4.52 -2.54 0.62
C 3.21 -2.99 0.26
C 2.92 -4.31 -0.12
C 1.63 -4.63 -0.46
C 0.64 -3.64 -0.42
N 0.89 -2.39 -0.07
C 2.16 -2.06 0.28
C 2.40 -0.70 0.65
N 1.32 0.11 0.62
C 1.49 1.39 0.89
C 2.74 1.93 1.23
C 3.83 1.11 1.29
C 3.68 -0.26 0.99
H 5.35 -3.23 0.61
H 3.70 -5.05 -0.15
H 1.35 -5.63 -0.76
H -0.38 -3.87 -0.69
H 0.61 2.02 0.83
H 2.82 2.99 1.42
H 4.80 1.51 1.56
C -0.73 -1.42 -2.78
N -0.28 -0.28 -1.89
C -1.12 0.91 -2.26
N -1.03 1.23 -3.66
C -1.49 0.08 -4.44
N -0.65 -1.09 -4.17
C 0.74 -0.78 -4.51
N 1.21 0.36 -3.72
C 1.13 0.05 -2.32
C 0.36 1.52 -4.00
H -1.76 -1.66 -2.51
H -0.09 -2.28 -2.57
H -0.78 1.76 -1.65
H -2.16 0.68 -2.00
H -1.43 0.33 -5.50
H -2.52 -0.14 -4.19
H 0.80 -0.53 -5.57
H 1.36 -1.65 -4.32
H 1.47 0.91 -1.75
H 1.76 -0.82 -2.10
H 0.43 1.77 -5.06
H 0.72 2.38 -3.42
C 3.61 5.60 -2.46
C 2.22 5.01 -2.26
C 1.30 5.97 -1.50
C 2.27 3.68 -1.60
H 3.56 6.54 -2.99
H 4.25 4.92 -3.02
H 4.09 5.78 -1.49
H 1.77 4.88 -3.26
H 1.71 6.19 -0.51
H 0.30 5.55 -1.37
H 1.20 6.92 -2.03
H 1.36 3.25 -1.19
H 3.17 3.08 -1.61
*
```

Mulliken atomic charge list, values in e, 99 entries:
1. Ir 1.94
2. C -2.11
3. C 1.01
4. C 0.76
5. C -0.81
6. C 0.55
7. C 1.49
8. C -1.67
9. C -1.62
10. C -1.57
11. C 2.11
12. C -1.62
13. C -1.99
14. C -1.32
15. C 1.61
16. C -1.47
17. C -1.65
18. C -1.79
19. H 0.77
20. H 0.68
21. H 0.39
22. H 0.36
23. H 0.47
24. H 0.38
25. H 0.50
26. H 0.24
27. H 0.31
28. H 0.19
29. H 0.64
30. H 0.36
31. H 0.23
32. H 0.53
33. H 0.39
34. H 0.45
35. H 0.29
36. H -0.03
37. H 0.17
38. H 0.67
39. H 0.32
40. H 0.05
41. H 0.54
42. H 0.32
43. H 0.49
44. H 0.31
45. H 0.14
46. H 0.28
47. H 0.64
48. O -0.57
49. N 1.00
50. O -0.56
51. C -0.18
52. C -0.91
53. C 0.85
54. C -0.88
55. C -1.36
56. C -0.01
57. N 0.40
58. C -0.29
59. C 0.10
60. N 0.53
61. C -0.44
62. C -1.68
63. C -0.65
64. C 0.78
65. H 0.61
66. H 0.53
67. H 0.56
68. H 0.06
69. H 0.05
70. H 0.65
71. H 0.67
72. C -0.42
73. N 0.68
74. C -0.62
75. N 0.20
76. C -0.73
77. N 0.19
78. C -0.69
79. N 0.30
80. C -0.05
81. C -0.56
82. H -0.25
83. H 0.12
84. H 0.04
85. H 0.19
86. H 0.33
87. H 0.39
88. H 0.38
89. H 0.33
90. H -0.61
91. H 0.16
92. H 0.41
93. H 0.10
94. C -1.62
95. C 1.23
96. C -1.42
97. C -1.64
98. H 0.42
99. H 0.40